Run i
Here is the molecule C3H5N3S from OMol25. Energies are from ωB97M-V with the def2-TZVPD basis set.

ORCA input file:
```
! wB97M-V def2-TZVPD RIJCOSX def2/J DEFGRID3
* xyz 0 1
N -0.629 -1.100 1.386
N -0.304 -0.216 0.380
C -1.015 0.854 -0.121
C -0.226 1.387 -1.093
N 0.956 0.682 -1.210
C 0.875 -0.259 -0.314
S 2.081 -1.493 0.035
H -0.736 -0.564 2.234
H -1.473 -1.596 1.131
H -2.007 1.119 0.238
H -0.423 2.226 -1.745
H 2.901 -1.041 -0.922
*
```

Properties
HOMO level: -0.3021 Eh
frontier orbital gap: 0.330 hartree

---

Run ii
Here is the molecule C3H5N3S from OMol25. Energies are from ωB97M-V with the def2-TZVPD basis set.

ORCA input file:
```
! wB97M-V def2-TZVPD RIJCOSX def2/J DEFGRID3
* xyz 0 1
N -0.053 2.059 -0.020
N 0.036 0.641 -0.210
C 1.185 0.021 -0.134
C 1.006 -1.294 -0.101
N -0.362 -1.418 -0.005
C -0.916 -0.273 -0.067
S -2.574 -0.216 -0.090
H -1.053 2.414 -0.487
H -0.344 1.818 1.189
H 2.065 0.648 -0.332
H 1.767 -2.115 0.298
H -0.755 -2.285 -0.042
*
```

Properties
HOMO level: -0.2812 Eh
frontier orbital gap: 0.300 hartree

---

run i (209.2 kJ/mol below the next structure)

---

Run i
Here is the molecule C3H5N3S from OMol25. Energies are from ωB97M-V with the def2-TZVPD basis set.

ORCA input file:
```
! wB97M-V def2-TZVPD RIJCOSX def2/J DEFGRID3
* xyz 0 1
C 0.730 1.112 -1.989
S 1.503 1.172 -0.369
C 0.379 0.145 0.501
N 0.581 -0.156 1.816
C -0.431 -0.951 2.100
N -1.179 -1.127 1.002
N -0.687 -0.418 -0.044
H 0.689 0.103 -2.387
H 1.349 1.721 -2.633
H -0.284 1.501 -1.941
H -0.634 -1.436 3.046
H -2.017 -1.667 0.898
*
```

Properties
HOMO level: -0.3119 Eh
frontier orbital gap: 0.345 hartree

---

Run ii
Here is the molecule C3H5N3S from OMol25. Energies are from ωB97M-V with the def2-TZVPD basis set.

ORCA input file:
```
! wB97M-V def2-TZVPD RIJCOSX def2/J DEFGRID3
* xyz 0 1
H 3.314 -1.087 0.057
N 2.475 -0.298 -0.384
C 1.469 -1.110 -0.072
N 0.180 -0.562 -0.116
C -0.433 0.632 -0.087
C -1.835 0.515 0.075
S -2.884 -0.758 -0.296
N 0.085 1.892 -0.293
H -0.557 2.610 -0.160
H 1.320 -2.148 0.687
H -0.765 -1.206 -0.185
H -2.371 1.519 0.774
*
```

Properties
HOMO level: -0.3422 Eh
frontier orbital gap: 0.282 hartree

---

run i (451.9 kJ/mol below the next structure)

---

Run i
Here is a cluster of 2 separate species, C10H16NS2 in total from OMol25. Energies are from ωB97M-V with the def2-TZVPD basis set.

ORCA input file:
```
! wB97M-V def2-TZVPD RIJCOSX def2/J DEFGRID3
* xyz 1 1
C -1.439 3.204 2.185
C -0.556 2.691 1.213
C -2.103 2.238 2.904
C -0.534 1.367 1.173
C 0.913 -0.066 0.379
C 0.981 -2.937 0.717
C 0.378 1.125 -2.051
C -0.998 -0.935 -0.657
C 1.058 -2.306 -0.628
C 0.921 -0.278 -2.092
N 0.468 -0.950 -0.719
S 2.291 -0.007 1.211
S -1.433 0.677 2.497
H -1.714 4.265 2.294
H -0.151 3.335 0.451
H -3.015 2.190 3.421
H 1.807 -2.593 1.412
H -0.082 -2.788 1.122
H 1.210 -4.089 0.609
H 1.140 1.722 -1.409
H 0.627 1.679 -3.013
H -0.655 1.279 -1.721
H -1.404 -0.949 -1.707
H -1.319 -1.741 -0.149
H -1.348 -0.029 -0.132
H 0.280 -2.827 -1.318
H 2.071 -2.288 -0.995
H 1.987 -0.108 -2.128
H 0.622 -0.884 -2.872
*
```

Properties
HOMO level: -0.4453 Eh
frontier orbital gap: 0.275 hartree

---

Run ii
Here is the ion C10H16NS2 with charge +1 from OMol25. Energies are from ωB97M-V with the def2-TZVPD basis set.

ORCA input file:
```
! wB97M-V def2-TZVPD RIJCOSX def2/J DEFGRID3
* xyz 1 1
C -2.432 -0.720 1.875
C -1.035 -0.426 1.516
C 0.031 -1.117 2.038
C 1.210 -0.370 1.849
C 2.603 -0.784 2.255
N 0.940 0.756 1.148
C -0.511 0.994 1.024
C -1.082 1.571 -0.227
S -0.562 3.408 -0.322
C -1.246 4.024 -1.855
C -0.898 3.257 -3.126
C -1.431 1.833 -2.972
S -0.713 0.758 -1.767
H -2.461 -1.804 2.034
H -2.684 -0.276 2.856
H -3.200 -0.437 1.143
H -0.040 -2.019 2.665
H 2.604 -1.890 2.334
H 3.321 -0.468 1.476
H 2.922 -0.386 3.245
H 1.556 1.575 1.086
H -0.811 1.810 1.736
H -2.159 1.507 0.069
H -0.758 5.006 -1.913
H -2.337 4.156 -1.838
H -1.413 3.738 -3.976
H 0.176 3.281 -3.344
H -2.526 1.909 -2.941
H -1.118 1.272 -3.860
*
```

Properties
HOMO level: -0.4307 Eh
frontier orbital gap: 0.257 hartree

---

run ii (505.6 kJ/mol below the next structure)